Computed, not measured: a molecular structure, C4H8NO, with ωB97M-V/def2-TZVPD.

Last column: natural (NBO) charge in e.
Cartesian coordinates (Å):
C 1.45783 0.09378 -0.81983  -0.2853
C -0.57576 0.86217 0.35603  -0.2252
C -0.05393 -0.99061 -0.34548  -0.1075
C 0.69451 0.03304 0.46596  0.1863
N -1.32306 -0.19890 -0.42214  -0.5027
O 1.20979 -0.16963 1.68841  -0.6371
H 2.25977 -0.62258 -0.90610  0.2711
H 1.03940 0.97219 -1.39716  0.2456
H -0.93287 1.08199 1.31528  0.2444
H -0.69286 1.76804 -0.30944  0.2286
H -0.00320 -1.97873 -0.53102  0.2394
H -2.09086 -0.51578 0.03756  0.4283
H -1.55752 0.12334 -1.38267  0.4359
H 0.56875 -0.45832 2.25059  0.4783

The energy above the lowest of the compared OMol25 structures with the same formula, charge and spin comes out at 350.28 kJ/mol. As for the frontier orbital gap: 10.72 eV. The calculation puts the HOMO energy at -0.528 Eh. As for the energy: -7804.472 eV. As for the charge: +1.


Computed, not measured: a molecular structure, C4H8NO, with ωB97M-V/def2-TZVPD.

Last column: natural (NBO) charge in e.
Cartesian coordinates (Å):
C -0.31956 -2.19216 -0.44256  0.5250
C 1.18924 -0.06309 0.56296  -0.2325
C 0.44946 -0.44347 -0.59538  -0.1883
C -0.62540 1.72599 0.06779  -0.3900
N -0.20762 0.32977 0.43397  -0.3788
O -1.02421 -2.24374 0.45985  -0.4397
H -0.18168 -2.67423 -1.38664  0.2008
H 1.43667 -0.92648 1.15143  0.2447
H 1.90776 0.69044 0.51464  0.2441
H 0.59413 0.10099 -1.53699  0.2390
H -0.61221 2.50811 0.81439  0.2522
H 0.03765 1.95110 -0.69810  0.2116
H -1.67507 1.56997 -0.32363  0.2387
H -0.96916 -0.33321 0.97827  0.4732

The energy above the lowest of the compared OMol25 structures with the same formula, charge and spin comes out at 286.21 kJ/mol. As for the frontier orbital gap: 10.83 eV. The calculation puts the HOMO energy at -0.550 Eh. As for the energy: -7805.136 eV. As for the charge: +1.


Computed, not measured: 2 unconnected molecules or ions with the total composition C4H8NO2, with ωB97M-V/def2-TZVPD.

Last column: natural (NBO) charge in e.
Cartesian coordinates (Å):
C -0.12335 0.13160 -0.50894  0.2029
C -0.80699 1.37461 -0.27890  -0.6649
C -2.06885 0.72090 0.22010  0.3861
O -3.04325 0.44792 -0.46197  -0.6297
N 0.67181 -0.36755 0.38574  -0.5478
C 1.73330 -1.39512 -0.07509  0.1478
O 2.76566 -1.34607 0.72989  -0.8927
H 1.11555 0.38107 0.90547  0.4107
H -0.19355 -0.36237 -1.47576  0.1602
H 1.40653 2.97160 1.05514  -0.0189
H -1.06963 2.14706 -1.00189  0.1919
H -2.09962 0.42940 1.28912  0.0902
H 1.21775 -2.38216 -0.07062  0.0778
H 1.29341 2.71199 0.36124  0.0146
H 1.98152 -1.13294 -1.12783  0.0717

The energy above the lowest of the compared OMol25 structures with the same formula, charge and spin comes out at 546.60 kJ/mol. As for the frontier orbital gap: 7.64 eV. The calculation puts the HOMO energy at -0.131 Eh. As for the energy: -9859.122 eV. As for the charge: -1.


Computed, not measured: a gas-phase ion, C4H8NO2 (charge -1), with ωB97M-V/def2-TZVPD.

Last column: natural (NBO) charge in e.
Cartesian coordinates (Å):
C 1.00950 -1.48469 -0.28247  -0.7337
C -0.27715 -1.55730 0.47786  0.6720
O -0.47914 -2.50096 1.26560  -0.6822
N -1.05049 -0.51327 0.18348  -0.6040
C -0.70910 0.80046 -0.44127  -0.2464
C 0.10117 1.85081 0.31946  -0.0512
O 0.80074 2.63987 -0.53789  -0.9550
H 0.73888 -1.48734 -1.33420  0.2166
H 1.51878 -0.44764 -0.21945  0.2546
H 1.66908 -2.28734 -0.09802  0.2164
H -1.73573 -0.49187 0.83733  0.3684
H -1.64326 1.31285 -0.80739  0.1871
H -0.08815 0.41709 -1.28606  0.1931
H 0.69677 1.24935 0.96656  0.0788
H -0.55189 2.49996 0.95646  0.0856

The energy above the lowest of the compared OMol25 structures with the same formula, charge and spin comes out at 236.33 kJ/mol. As for the frontier orbital gap: 6.61 eV. The calculation puts the HOMO energy at -0.099 Eh. As for the energy: -9862.337 eV. As for the charge: -1.


Computed, not measured: a gas-phase ion, C4H8NO2 (charge -1), with ωB97M-V/def2-TZVPD.

Last column: natural (NBO) charge in e.
Cartesian coordinates (Å):
O 0.53427 -1.77874 2.91918  -0.6397
C 0.12168 -1.75260 1.77661  0.5337
N 0.39036 -0.73743 0.91574  -0.6131
C -0.21909 -0.74566 -0.42591  -0.2245
C 0.30776 0.44270 -1.18758  -0.4894
C -0.25947 1.85402 -0.63532  0.0243
O 0.64886 2.82112 -0.66304  -0.9374
H -0.48403 -2.53504 1.29000  0.0848
H 0.56794 0.15252 1.34783  0.4137
H -1.31456 -0.70177 -0.35925  0.1700
H 0.03545 -1.71575 -0.86716  0.1752
H 1.38051 0.61264 -1.09560  0.2167
H 0.05022 0.46931 -2.24674  0.1880
H -1.21412 1.99311 -1.20633  0.0622
H -0.54577 1.62158 0.43756  0.0353

The energy above the lowest of the compared OMol25 structures with the same formula, charge and spin comes out at 219.21 kJ/mol. As for the frontier orbital gap: 6.27 eV. The calculation puts the HOMO energy at -0.094 Eh. As for the energy: -9862.515 eV. As for the charge: -1.


Computed, not measured: a molecular structure, C4H8NO2, with ωB97M-V/def2-TZVPD.

Last column: natural (NBO) charge in e.
Cartesian coordinates (Å):
C -0.52351 0.75005 -1.45654  -0.0486
O -1.14936 -0.45010 -1.24741  -0.8061
C 0.67987 0.85358 -0.49779  -0.4267
C 1.01594 -0.32409 0.45002  -0.5001
C -0.02655 -0.87218 1.51181  0.6612
N -1.22782 -0.97290 0.97497  -0.9245
O 0.34792 -1.13339 2.61021  -0.7261
H -0.99354 1.74405 -1.38567  0.1068
H -0.22573 0.72167 -2.50741  0.1306
H 0.57861 1.68629 0.20890  0.1769
H 1.61788 0.88507 -1.06820  0.1834
H 1.88040 -0.05552 1.06832  0.1969
H 1.21728 -1.19529 -0.18764  0.2023
H -1.90753 -0.99439 1.73439  0.3331
H -1.28386 -0.64284 -0.20795  0.4409

The energy above the lowest of the compared OMol25 structures with the same formula, charge and spin comes out at 178.54 kJ/mol. As for the frontier orbital gap: 8.26 eV. The calculation puts the HOMO energy at -0.144 Eh. As for the energy: -9862.936 eV. As for the charge: -1.


Computed, not measured: 2 unconnected molecules or ions with the total composition C4H8NO2, with ωB97M-V/def2-TZVPD.

Last column: natural (NBO) charge in e.
Cartesian coordinates (Å):
C 1.33367 0.39854 -1.09843  -0.7387
C 1.97683 0.05837 0.20209  0.4161
C 1.13225 -0.67693 1.21596  -0.7154
N 3.19702 0.46707 0.52207  -0.7902
C -4.14965 -0.19276 -0.34861  0.6254
O -2.93748 -0.38831 -0.59729  -0.8165
O -4.71689 0.02782 0.72821  -0.7789
H 0.84047 -0.32818 -1.74296  0.2651
H 0.46990 1.05467 -0.89591  0.2557
H 2.02123 1.00126 -1.69410  0.2137
H 2.65532 1.40408 0.43981  0.3672
H 1.72673 -1.52703 1.56678  0.2331
H 0.14800 -1.03297 0.91958  0.2497
H 1.07041 -0.00911 2.07438  0.2407
H -4.76781 -0.25654 -1.29156  -0.0270

The energy above the lowest of the compared OMol25 structures with the same formula, charge and spin comes out at 317.92 kJ/mol. As for the frontier orbital gap: 7.31 eV. The calculation puts the HOMO energy at -0.145 Eh. As for the energy: -9861.492 eV. As for the charge: -1.


Computed, not measured: a molecular structure, C4H8NO2, with ωB97M-V/def2-TZVPD.

Last column: Mulliken charge in e.
Cartesian coordinates (Å):
C -2.14283 1.58100 0.29391  -0.7610
C -2.42398 0.09098 0.17602  0.5767
C -1.32178 -0.96641 0.25997  -1.1032
N -3.67077 -0.28810 -0.05564  -0.7840
C 3.28194 0.15428 -0.29926  -0.0013
O 2.05953 0.03257 -0.56852  -0.6008
O 4.08099 -0.73028 0.03724  -0.6451
H -1.10863 1.78302 0.57162  0.3097
H -2.80438 1.91135 1.09990  0.3169
H -2.41739 2.08999 -0.62356  0.2254
H -3.38827 -0.08491 1.06091  0.1721
H -0.86764 -0.82017 1.24124  0.3105
H -1.92036 -1.85578 0.09406  0.4310
H -0.54737 -0.73520 -0.47974  0.3022
H 3.61181 1.21511 -0.39740  0.2510

The energy above the lowest of the compared OMol25 structures with the same formula, charge and spin comes out at 392.71 kJ/mol. As for the frontier orbital gap: 7.49 eV. The calculation puts the HOMO energy at -0.150 Eh. As for the energy: -9860.716 eV. As for the charge: -1.